Formula: CH3BrO3S
Source: the OMol25 dataset
Level of theory: ωB97M-V with the def2-TZVPD basis set

- SMILES string: COS(=O)(=O)Br
- Orbital gap: 9.56 eV
- F_max: 7.526 eV/Å
- Energy above the lowest of the compared OMol25 structures with the same formula, charge and spin: 57.5 kcal per mole
- Molecular weight: 175.00 g/mol

Geometry as ORCA input:
```
! wB97M-V def2-TZVPD RIJCOSX def2/J DEFGRID3
* xyz 0 1
C -1.20 -0.29 -0.11
O -0.27 0.56 -0.74
S 1.12 0.54 -0.03
O 2.01 1.38 -0.72
O 0.93 0.82 1.78
Br 1.74 -1.51 -0.32
H -1.24 -1.25 -0.63
H -2.18 0.19 -0.16
H -0.91 -0.43 0.93
*
```

---

Formula: C5H10N4
Source: the OMol25 dataset
Level of theory: ωB97M-V with the def2-TZVPD basis set

- SMILES string: C=C(N)[C@@]1(N)C(=C)N1N
- Orbital gap: 8.96 eV
- F_max: 2.467 eV/Å
- Energy above the lowest of the compared OMol25 structures with the same formula, charge and spin: 101.1 kcal per mole
- Molecular weight: 126.16 g/mol

Geometry as ORCA input:
```
! wB97M-V def2-TZVPD RIJCOSX def2/J DEFGRID3
* xyz 0 1
C -1.03 1.34 1.62
C -0.82 0.13 1.08
N -1.18 -1.04 1.72
C -0.30 -0.02 -0.37
N -1.16 0.27 -1.51
C 1.10 0.24 -0.33
C 2.12 0.98 0.03
N 0.65 -1.15 -0.62
N 0.76 -1.62 -1.95
H -0.73 2.24 1.11
H -1.59 1.45 2.55
H -1.10 -0.99 2.73
H -0.69 -1.84 1.32
H -1.99 0.76 -1.17
H -1.47 -0.64 -1.84
H 3.13 0.75 -0.29
H 1.99 1.87 0.64
H 1.73 -1.88 -2.11
H 0.55 -0.86 -2.60
*
```

---

Formula: C5H8N2O
Source: the OMol25 dataset
Level of theory: ωB97M-V with the def2-TZVPD basis set

- Orbital gap: 9.91 eV
- F_max: 8.536 eV/Å
- Energy above the lowest of the compared OMol25 structures with the same formula, charge and spin: 224.5 kcal per mole
- Molecular weight: 112.13 g/mol

Geometry as ORCA input:
```
! wB97M-V def2-TZVPD RIJCOSX def2/J DEFGRID3
* xyz 0 1
C 0.31 1.60 0.82
C 0.32 0.57 -0.33
C 1.82 -0.09 -0.52
C 0.02 -0.79 0.19
C -1.34 -0.89 0.67
H 0.89 1.32 1.85
H -0.98 2.03 0.72
H 1.08 2.55 0.24
H 2.80 0.58 -0.28
H 1.68 -0.20 -1.66
H 1.69 -1.91 0.19
H -0.03 -1.39 -0.89
H -1.88 -1.55 1.24
N 1.48 -1.00 0.38
N -1.98 -0.08 -0.16
O -1.06 0.47 -0.98
*
```

---

Formula: C14H32BBr2Cl7Mg2N3O5S2
Source: the OMol25 dataset
Level of theory: ωB97M-V with the def2-TZVPD basis set

- Orbital gap: 1.86 eV
- F_max: 10.200 eV/Å
- Molecular weight: 853.96 g/mol

Geometry as ORCA input:
```
! wB97M-V def2-TZVPD RIJCOSX def2/J DEFGRID3
* xyz 1 1
C 2.37 0.20 1.64
C 0.99 0.55 0.84
O -0.15 0.57 1.58
N 0.84 0.80 -0.64
B 1.74 1.91 -1.15
C 2.91 1.79 -2.30
C 4.12 2.82 -1.91
C 4.14 4.23 -2.74
S 2.47 4.81 -3.36
C 0.93 -0.46 -1.48
C 0.30 -0.60 -2.99
O 1.50 -1.57 -0.96
H 3.32 0.56 1.03
H 2.45 -0.97 1.86
H 2.39 0.72 2.71
H 1.56 3.00 -0.68
H 3.36 0.69 -2.26
H 2.53 1.93 -3.41
H 5.14 2.25 -2.18
H 4.09 3.00 -0.75
H 4.89 4.24 -3.65
H 4.54 5.07 -1.99
H 1.65 4.86 -2.21
H 1.07 -0.35 -3.84
H -0.06 -1.72 -3.14
H -0.68 0.06 -3.10
C -2.29 2.53 4.05
O -1.56 3.49 3.89
N -3.40 2.57 4.80
N -2.05 1.33 3.48
H -4.01 1.78 4.93
H -3.63 3.45 5.25
H -1.22 1.25 2.90
H -2.65 0.53 3.60
C -1.32 4.95 -5.16
Cl -0.69 3.30 -5.20
Cl -0.61 5.86 -3.81
Cl -1.01 5.78 -6.70
H -2.41 4.91 -5.01
Mg 6.12 1.54 -1.26
Cl -1.36 3.76 -8.32
Br -4.30 0.30 2.63
C -3.73 -2.05 5.82
Cl -5.17 -3.08 5.75
Cl -2.95 -1.97 4.23
Cl -4.16 -0.42 6.37
H -3.02 -2.48 6.53
Mg 2.76 5.21 -6.16
Br -1.98 -0.75 2.25
C -8.18 -5.39 5.07
S -8.29 -4.77 3.37
O -9.23 -3.61 3.38
C -9.19 -6.20 2.72
H -7.68 -4.63 5.68
H -9.18 -5.57 5.47
H -7.59 -6.31 5.09
H -10.12 -6.33 3.27
H -8.57 -7.10 2.82
H -9.40 -6.02 1.67
C 8.39 -3.57 -3.21
C 7.77 -2.25 -2.81
O 8.63 -1.18 -3.18
H 9.37 -3.70 -2.74
H 7.74 -4.40 -2.93
H 8.56 -3.60 -4.30
H 7.63 -2.21 -1.72
H 6.80 -2.10 -3.29
H 8.75 -1.22 -4.15
*
```

---

Formula: CdN4O12
Source: the OMol25 dataset
Level of theory: ωB97M-V with the def2-TZVPD basis set

- Orbital gap: 2.38 eV
- F_max: 3.962 eV/Å
- Energy above the lowest of the compared OMol25 structures with the same formula, charge and spin: 120.2 kcal per mole
- Molecular weight: 360.43 g/mol

Geometry as ORCA input:
```
! wB97M-V def2-TZVPD RIJCOSX def2/J DEFGRID3
* xyz -2 1
Cd 0.25 1.60 2.51
N 1.06 -1.50 0.76
O 0.99 -0.24 0.75
O 1.36 -2.07 1.87
O 0.99 -2.19 -0.24
N -2.09 -2.99 -2.48
O -1.65 -3.36 -3.57
O -1.55 -2.04 -1.81
O -3.12 -3.50 -1.96
N -2.22 1.50 -0.12
O -3.43 1.61 0.09
O -1.42 1.46 0.91
O -1.61 1.42 -1.18
N 3.13 2.63 1.12
O 3.49 3.22 0.12
O 1.88 2.40 1.36
O 3.94 2.04 1.86
*
```

---

Formula: C33H58N2O25S3
Source: the OMol25 dataset
Level of theory: ωB97M-V with the def2-TZVPD basis set

- SMILES string: O=[N+]([O-])c1ccccc1.O=[N+]([O-])c1ccccc1.CCOS(C)(=O)=O.CCOS(C)(=O)=O.CCOS(C)(=O)=O.COC(=O)OC.COC(=O)OC.COC(=O)OC.COC(=O)OC
- Orbital gap: 9.33 eV
- F_max: 4.729 eV/Å
- Molecular weight: 979.02 g/mol

Geometry as ORCA input:
```
! wB97M-V def2-TZVPD RIJCOSX def2/J DEFGRID3
* xyz 0 1
O -3.15 2.12 0.57
N -2.93 0.92 0.68
O -3.77 0.10 0.39
C -1.52 0.48 1.08
C -1.12 -0.91 1.05
C 0.15 -1.35 1.24
C 1.07 -0.39 1.55
C 0.76 1.01 1.51
C -0.52 1.45 1.34
H -1.86 -1.67 0.87
H 0.43 -2.38 1.10
H 2.09 -0.73 1.68
H 1.55 1.73 1.67
H -0.72 2.50 1.48
O 5.77 6.75 1.03
N 5.82 6.82 2.26
O 6.86 6.68 2.93
C 4.52 6.73 3.01
C 4.51 6.62 4.42
C 3.37 6.46 5.16
C 2.15 6.51 4.44
C 2.11 6.59 3.05
C 3.29 6.70 2.34
H 5.43 6.91 4.92
H 3.38 6.56 6.24
H 1.28 6.44 5.08
H 1.16 6.75 2.56
H 3.24 6.94 1.29
C 1.19 9.91 -5.14
C -0.30 9.78 -5.34
O -0.84 8.58 -4.82
S -0.90 8.58 -3.12
C -1.85 6.96 -2.94
O 0.43 8.37 -2.58
O -1.77 9.64 -2.64
H 1.59 10.72 -5.75
H 1.74 8.99 -5.32
H 1.51 10.16 -4.13
H -0.81 10.65 -4.93
H -0.45 9.78 -6.42
H -1.12 6.20 -3.19
H -2.64 7.02 -3.69
H -2.21 6.81 -1.92
C 0.68 -7.04 -5.03
C 0.14 -6.46 -3.75
O 0.51 -7.26 -2.64
S -0.56 -7.70 -1.48
C -1.50 -8.89 -2.47
O 0.13 -8.49 -0.47
O -1.28 -6.50 -1.11
H 0.67 -8.13 -5.01
H 1.61 -6.55 -5.29
H 0.03 -6.88 -5.90
H 0.42 -5.47 -3.40
H -0.93 -6.35 -3.87
H -0.84 -9.73 -2.71
H -1.71 -8.39 -3.41
H -2.40 -9.10 -1.91
C -9.30 -4.08 -3.58
C -8.42 -5.31 -3.10
O -8.80 -5.67 -1.74
S -7.70 -6.22 -0.67
C -7.04 -4.56 -0.05
O -8.37 -6.88 0.43
O -6.69 -6.99 -1.43
H -9.11 -3.80 -4.61
H -9.15 -3.28 -2.85
H -10.36 -4.31 -3.45
H -8.59 -6.24 -3.64
H -7.36 -5.10 -3.22
H -6.47 -4.62 0.88
H -7.91 -3.90 0.03
H -6.29 -4.18 -0.74
C 7.15 0.95 7.09
O 5.87 0.81 7.69
C 4.82 1.00 6.93
O 4.90 1.22 5.72
O 3.74 1.01 7.71
C 2.51 1.33 7.08
H 7.33 0.33 6.21
H 7.89 0.82 7.88
H 7.39 1.96 6.76
H 1.73 1.38 7.84
H 2.36 0.63 6.25
H 2.51 2.31 6.60
C -3.26 -6.51 6.42
O -1.96 -7.12 6.32
C -0.99 -6.61 5.51
O -1.08 -5.63 4.75
O 0.14 -7.28 5.77
C 1.30 -7.03 5.01
H -3.30 -5.86 7.29
H -4.09 -7.22 6.45
H -3.50 -5.79 5.64
H 1.11 -6.60 4.03
H 1.96 -7.89 4.91
H 1.86 -6.35 5.65
C 5.97 0.22 -3.53
O 5.91 0.90 -2.26
C 6.44 0.40 -1.21
O 7.05 -0.63 -1.07
O 6.31 1.41 -0.29
C 7.20 1.42 0.82
H 6.67 0.75 -4.18
H 5.04 0.31 -4.09
H 6.32 -0.79 -3.33
H 7.17 0.48 1.37
H 7.05 2.23 1.53
H 8.18 1.65 0.40
C -5.04 2.16 -6.26
O -4.22 1.18 -5.61
C -2.98 1.47 -5.25
O -2.32 2.49 -5.60
O -2.51 0.51 -4.51
C -1.12 0.61 -4.06
H -6.09 1.86 -6.20
H -4.63 2.34 -7.25
H -4.97 3.12 -5.75
H -0.85 -0.26 -3.46
H -0.80 1.56 -3.63
H -0.48 0.35 -4.91
*
```

---

Formula: C46H50FIMnN4O5
Source: the OMol25 dataset
Level of theory: ωB97M-V with the def2-TZVPD basis set

- Orbital gap (alpha / beta): 4.35 / 7.06 eV
- F_max: 0.450 eV/Å
- Molecular weight: 939.77 g/mol

Geometry as ORCA input:
```
! wB97M-V def2-TZVPD RIJCOSX def2/J DEFGRID3
* xyz -2 6
Mn -0.90 -0.23 -0.49
C 1.92 0.47 -4.33
C 1.71 -0.63 -3.28
C 3.06 -1.24 -2.88
C 0.71 -1.65 -3.78
C 1.13 -2.77 -4.48
C 0.21 -3.67 -5.01
C -1.14 -3.42 -4.87
C -1.60 -2.30 -4.18
C -3.09 -2.02 -4.12
C -3.92 -3.25 -3.75
C -3.58 -1.42 -5.44
C -0.67 -1.41 -3.61
N -1.08 -0.31 -2.83
C -1.49 0.79 -3.42
O -1.57 1.07 -4.64
C -1.90 1.87 -2.43
C -2.38 3.09 -2.87
C -2.71 4.05 -1.91
C -2.53 3.76 -0.57
C -2.05 2.51 -0.22
N -1.78 1.59 -1.14
C -1.88 2.13 1.24
O -1.86 3.06 2.06
N -1.84 0.81 1.45
C -2.07 0.40 2.77
C -3.31 0.68 3.42
C -3.49 0.28 4.74
C -2.51 -0.40 5.44
C -1.33 -0.70 4.80
C -1.09 -0.30 3.48
C 0.25 -0.63 2.86
C 1.41 -0.02 3.65
C 0.44 -2.15 2.71
C -4.47 1.37 2.73
C -5.74 0.52 2.77
C -4.75 2.75 3.33
H 2.60 1.23 -3.96
H 0.97 0.94 -4.60
H 2.35 0.03 -5.24
H 1.28 -0.15 -2.39
H 3.61 -1.59 -3.76
H 2.94 -2.08 -2.20
H 3.67 -0.48 -2.39
H 2.19 -2.97 -4.59
H 0.55 -4.55 -5.54
H -1.86 -4.10 -5.30
H -3.24 -1.27 -3.35
H -3.97 -3.96 -4.57
H -4.94 -2.95 -3.50
H -3.49 -3.76 -2.88
H -3.42 -2.14 -6.26
H -3.03 -0.51 -5.68
H -4.64 -1.19 -5.39
H -2.47 3.25 -3.93
H -3.10 5.01 -2.22
H -2.73 4.47 0.22
H -4.43 0.51 5.22
H -2.67 -0.69 6.47
H -0.55 -1.24 5.33
H 0.27 -0.18 1.87
H 1.53 -0.50 4.62
H 1.25 1.05 3.81
H 2.35 -0.15 3.09
H 0.40 -2.63 3.69
H 1.40 -2.38 2.25
H -0.34 -2.58 2.09
H -4.21 1.50 1.68
H -6.14 0.46 3.78
H -5.54 -0.50 2.41
H -6.50 0.95 2.12
H -5.05 2.66 4.38
H -5.56 3.25 2.79
H -3.86 3.38 3.28
C 5.68 -1.87 2.46
C 5.62 -0.45 1.90
C 6.02 0.55 2.98
C 6.05 1.96 2.41
C 4.75 2.28 1.73
C 4.34 3.62 1.61
C 3.11 3.89 1.04
F 2.73 5.19 0.93
C 2.27 2.92 0.58
C 2.66 1.56 0.68
C 1.83 0.53 0.18
O 0.70 0.86 -0.41
C 2.28 -0.81 0.29
C 3.48 -1.07 0.86
N 4.30 -0.10 1.39
C 3.93 1.26 1.27
C 1.47 -2.01 -0.12
O 2.01 -3.11 -0.21
O 0.20 -1.83 -0.30
H 6.63 -2.00 2.96
H 5.59 -2.63 1.69
H 4.87 -2.02 3.18
H 6.35 -0.37 1.08
H 6.99 0.27 3.39
H 5.28 0.50 3.78
H 6.89 2.04 1.70
H 6.24 2.69 3.20
H 4.97 4.43 1.97
H 1.30 3.16 0.16
H 3.81 -2.10 0.92
I -4.47 -0.55 -0.69
C -2.53 -1.46 -0.44
H -2.49 -2.23 -1.21
H -2.59 -1.93 0.54
*
```

---

Formula: C45H39MnN15O2S3
Source: the OMol25 dataset
Level of theory: ωB97M-V with the def2-TZVPD basis set

- Orbital gap (alpha / beta): 6.21 / 6.21 eV
- F_max: 0.692 eV/Å
- Energy above the lowest of the compared OMol25 structures with the same formula, charge and spin: 0.0 kcal per mole
- Molecular weight: 973.05 g/mol

Geometry as ORCA input:
```
! wB97M-V def2-TZVPD RIJCOSX def2/J DEFGRID3
* xyz 0 2
Mn 0.55 -0.46 0.22
C 3.54 -3.50 0.31
C 2.35 -2.63 0.08
N 2.23 -1.42 0.49
N 3.19 -0.79 1.23
C 2.76 0.42 1.53
O 1.64 0.92 1.16
C 3.64 1.26 2.40
C 3.22 2.54 2.75
C 4.01 3.32 3.59
C 5.20 2.82 4.08
C 5.62 1.55 3.73
C 4.84 0.76 2.89
C 1.15 -3.12 -0.63
C 1.02 -4.42 -1.11
C -0.17 -4.80 -1.70
C -1.19 -3.87 -1.81
C -1.00 -2.60 -1.31
N 0.14 -2.22 -0.75
H 4.29 -2.95 0.88
H 3.98 -3.83 -0.64
H 3.25 -4.40 0.87
H 2.29 2.91 2.35
H 3.68 4.32 3.85
H 5.81 3.43 4.74
H 6.56 1.16 4.11
H 5.15 -0.23 2.61
H 1.83 -5.12 -0.98
H -0.30 -5.81 -2.06
H -2.15 -4.13 -2.25
H -1.80 -1.87 -1.32
C -4.31 2.29 -0.52
N -3.14 1.60 0.00
C -2.16 0.96 -0.65
N -1.24 0.56 0.21
C -1.72 1.03 1.40
N -2.85 1.67 1.31
C -4.17 3.79 -0.34
C -5.07 4.52 0.41
C -4.88 5.89 0.60
C -3.78 6.52 0.06
C -2.86 5.78 -0.69
C -3.07 4.42 -0.89
C -1.65 6.39 -1.23
N -1.21 7.60 -1.15
N 0.01 7.62 -1.83
C 0.20 6.42 -2.27
O -0.82 5.59 -1.93
C 1.29 5.85 -3.04
C 2.37 6.62 -3.45
C 3.39 6.04 -4.19
C 3.33 4.69 -4.52
C 2.25 3.91 -4.12
C 2.14 2.46 -4.51
N 2.05 1.55 -3.37
C 1.00 1.17 -2.64
N 1.39 0.35 -1.68
C 2.74 0.28 -1.87
N 3.17 1.00 -2.87
C 1.24 4.50 -3.37
H -5.19 1.92 -0.01
H -4.38 2.03 -1.58
H -2.18 0.76 -1.71
H -1.21 0.87 2.33
H -5.92 4.03 0.86
H -5.59 6.45 1.18
H -3.61 7.58 0.21
H -2.35 3.86 -1.46
H 2.41 7.67 -3.18
H 4.23 6.63 -4.50
H 4.12 4.24 -5.10
H 3.01 2.14 -5.07
H 1.25 2.30 -5.13
H -0.01 1.47 -2.85
H 3.40 -0.29 -1.24
H 0.39 3.91 -3.05
S 0.13 -6.86 1.62
C -1.07 -5.73 1.39
S -1.08 -4.18 2.16
C -2.50 -3.68 1.25
N -2.92 -4.62 0.45
N -2.15 -5.77 0.57
C -2.55 -6.86 -0.25
C -3.06 -6.60 -1.51
C -3.47 -7.65 -2.32
C -3.37 -8.96 -1.87
C -2.88 -9.21 -0.60
C -2.47 -8.17 0.22
S -3.09 -2.09 1.38
H -3.17 -5.58 -1.83
H -3.88 -7.44 -3.30
H -3.69 -9.78 -2.50
H -2.81 -10.23 -0.23
H -2.09 -8.36 1.21
C -1.39 -1.28 5.08
N -0.08 -1.08 4.46
C 1.09 -0.84 5.30
C 0.05 -1.24 3.18
N 0.11 -1.36 2.03
H -1.65 -0.41 5.68
H -1.38 -2.17 5.71
H -2.14 -1.41 4.29
H 0.91 0.03 5.93
H 1.95 -0.65 4.67
H 1.29 -1.71 5.94
*
```

---

> What is the F_max in the seventh record?

0.450 eV/Å

---

> Number 1 is which compound?

CH3BrO3S

---

> Among the records above, which one has the highest F_max?

C14H32BBr2Cl7Mg2N3O5S2

---

> Among the records above, which one has the highest molecular weight?

C33H58N2O25S3